Density functional theory data (ωB97M-V with the def2-TZVPD basis set) for a 8-piece molecular cluster, C72H84Cl2N12 overall.

Atoms and positions in Å:
C: 4.58 2.62 0.28
N: 3.64 3.63 0.86
C: 3.69 4.93 0.59
C: 2.63 5.75 1.00
C: 1.56 5.23 1.80
C: 1.53 3.84 1.94
C: 2.60 3.03 1.52
C: 0.26 5.98 2.06
C: -0.44 6.44 0.93
C: -1.70 7.03 1.00
N: -2.28 7.17 2.18
C: -1.69 6.82 3.34
C: -0.37 6.25 3.34
C: -3.76 7.56 2.30
H: 4.76 1.74 0.89
H: 5.57 3.08 0.30
H: 4.31 2.35 -0.74
H: 4.35 5.29 -0.19
H: 2.45 6.76 0.64
H: 0.65 3.35 2.32
H: 2.61 1.95 1.65
H: 0.00 6.15 -0.01
H: -2.36 7.21 0.17
H: -2.28 7.01 4.23
H: 0.11 5.99 4.26
H: -3.87 8.58 2.67
H: -4.28 7.01 3.09
H: -4.15 7.58 1.29
C: -10.15 -3.91 1.91
N: -8.76 -3.55 1.71
C: -8.11 -3.86 0.56
C: -6.74 -3.82 0.47
C: -5.99 -3.44 1.57
C: -6.69 -3.09 2.71
C: -8.07 -3.09 2.81
C: -4.50 -3.46 1.59
C: -3.75 -3.35 0.41
C: -2.33 -3.40 0.50
N: -1.72 -3.58 1.71
C: -2.48 -3.83 2.82
C: -3.88 -3.73 2.81
C: -0.22 -3.76 1.79
H: -10.48 -4.51 1.06
H: -10.75 -3.00 1.92
H: -10.36 -4.45 2.84
H: -8.64 -4.24 -0.30
H: -6.36 -4.10 -0.50
H: -6.06 -2.69 3.49
H: -8.57 -3.05 3.76
H: -4.27 -3.28 -0.53
H: -1.74 -3.05 -0.33
H: -1.93 -4.22 3.67
H: -4.40 -3.84 3.75
H: 0.03 -3.64 2.85
H: 0.32 -2.98 1.25
H: -0.05 -4.78 1.44
C: -7.94 -6.44 9.89
N: -7.99 -4.93 9.87
C: -6.80 -4.36 9.52
C: -6.71 -3.00 9.31
C: -7.88 -2.15 9.29
C: -9.08 -2.80 9.80
C: -9.10 -4.20 10.13
C: -7.81 -0.73 8.93
C: -6.66 0.06 9.05
C: -6.50 1.29 8.41
N: -7.58 1.84 7.76
C: -8.77 1.16 7.80
C: -8.86 -0.14 8.29
C: -7.44 3.03 6.84
H: -8.89 -6.72 10.35
H: -6.98 -6.76 10.29
H: -8.09 -6.87 8.90
H: -5.97 -5.05 9.41
H: -5.72 -2.71 9.01
H: -10.02 -2.26 9.79
H: -9.96 -4.68 10.59
H: -5.77 -0.50 9.31
H: -5.53 1.74 8.27
H: -9.58 1.58 7.22
H: -9.79 -0.66 8.11
H: -7.24 2.69 5.83
H: -6.56 3.52 7.25
H: -8.33 3.63 6.68
C: 1.86 3.21 -6.12
N: 3.18 2.48 -6.12
C: 3.66 1.84 -7.21
C: 4.96 1.16 -7.27
C: 5.86 1.40 -6.22
C: 5.33 2.09 -5.08
C: 3.99 2.53 -5.01
C: 7.33 0.96 -6.20
C: 8.07 1.01 -7.43
C: 9.43 0.71 -7.36
N: 9.94 0.31 -6.22
C: 9.15 0.08 -5.13
C: 7.87 0.46 -5.06
C: 11.40 -0.25 -6.10
H: 1.39 3.50 -5.17
H: 1.09 2.59 -6.56
H: 1.90 4.07 -6.78
H: 2.84 1.81 -7.92
H: 5.18 0.56 -8.15
H: 5.87 2.21 -4.15
H: 3.85 3.00 -4.05
H: 7.58 1.40 -8.31
H: 10.02 0.83 -8.26
H: 9.66 -0.15 -4.20
H: 7.46 0.65 -4.08
H: 11.72 0.20 -5.16
H: 12.00 -0.03 -6.98
H: 11.14 -1.30 -5.97
C: 1.89 0.90 -2.65
N: 0.91 0.99 -1.55
C: 1.24 0.43 -0.31
C: 0.28 0.52 0.74
C: -0.97 1.16 0.52
C: -1.12 1.80 -0.75
C: -0.21 1.67 -1.79
C: -2.09 1.18 1.45
C: -2.78 2.41 1.61
C: -3.83 2.46 2.56
N: -4.06 1.41 3.37
C: -3.34 0.23 3.18
C: -2.34 0.08 2.23
C: -5.01 1.39 4.49
H: 1.37 0.72 -3.59
H: 2.64 0.12 -2.50
H: 2.60 1.72 -2.50
H: 2.21 -0.03 -0.22
H: 0.48 0.07 1.71
H: -2.08 2.25 -0.96
H: -0.41 2.01 -2.80
H: -2.57 3.33 1.07
H: -4.52 3.26 2.77
H: -3.58 -0.57 3.86
H: -1.92 -0.92 2.19
H: -4.62 1.01 5.43
H: -5.84 0.75 4.20
H: -5.38 2.41 4.65
C: 2.99 -1.86 -4.63
N: 4.28 -2.18 -5.29
C: 4.29 -2.23 -6.67
C: 5.56 -2.56 -7.29
C: 6.68 -2.89 -6.47
C: 6.55 -2.81 -5.10
C: 5.32 -2.49 -4.48
C: 8.03 -3.23 -7.12
C: 8.84 -4.12 -6.47
C: 10.14 -4.37 -6.92
N: 10.54 -3.73 -8.09
C: 9.73 -2.89 -8.85
C: 8.55 -2.65 -8.33
C: 11.95 -3.94 -8.50
H: 2.32 -2.68 -4.89
H: 2.63 -0.90 -5.01
H: 3.06 -1.91 -3.54
H: 3.41 -2.05 -7.28
H: 5.63 -2.67 -8.36
H: 7.40 -2.95 -4.45
H: 5.09 -2.31 -3.44
H: 8.52 -4.73 -5.64
H: 10.70 -5.06 -6.31
H: 10.14 -2.58 -9.81
H: 7.89 -1.96 -8.84
H: 12.48 -2.99 -8.57
H: 11.82 -4.18 -9.55
H: 12.55 -4.60 -7.87
Cl: -3.80 4.67 -1.13
Cl: 2.12 4.52 -2.53

Its net charge is +10. The calculation puts the LUMO energy at -18.971 eV. As for the calculated total energy: -118820.141 eV. For the energy relative to the best compared isomer or geometry (same formula, charge and spin), the calculation gives 5.329 eV.